No. 1
{"formula": "C22H46N3O10Si", "method": "ωB97M-V with the def2-TZVPD basis set", "homo_energy_ev": -11.9, "charge": 1, "total_energy_ha": -2071.8675, "e_lumo_ev": -2.89, "elements": ["C", "N", "C", "C", "C", "N", "C", "N", "C", "C", "O", "Si", "C", "C", "C", "H", "H", "H", "H", "H", "H", "H", "H", "H", "H", "H", "H", "H", "H", "H", "H", "H", "H", "H", "H", "H", "H", "C", "C", "O", "C", "O", "O", "C", "H", "H", "H", "H", "H", "H", "H", "H", "C", "C", "O", "C", "O", "O", "C", "H", "H", "H", "H", "H", "H", "H", "H", "C", "C", "O", "C", "O", "O", "C", "H", "H", "H", "H", "H", "H", "H", "H"], "coordinates": [[0.54039, 2.45481, -1.09453], [-0.18907, 1.79450, -2.18757], [-1.62043, 2.03787, -2.16088], [-2.41787, 1.28565, -1.04093], [-3.71150, 1.78060, -0.58061], [-4.08623, 0.84988, 0.36007], [-3.18417, -0.13126, 0.51283], [-2.17133, 0.13647, -0.33706], [-0.99599, -0.73488, -0.48596], [-1.23276, -1.68895, -1.71419], [-0.02378, -2.14613, -2.28623], [-0.04765, -3.79784, -2.73359], [-1.72105, -4.35299, -3.45916], [1.23162, -3.98431, -4.13520], [0.42400, -4.98460, -1.32545], [0.25525, 2.13019, -0.06804], [0.37238, 3.55030, -1.21597], [1.62389, 2.31486, -1.30681], [0.05025, 0.81397, -2.29394], [-2.05398, 1.88718, -3.17597], [-1.75548, 3.12515, -1.95115], [-4.22622, 2.67234, -0.95379], [-4.95791, 0.85911, 0.88481], [-3.28599, -0.96673, 1.21287], [-0.04005, -0.18485, -0.52655], [-0.96318, -1.39528, 0.40900], [-1.78202, -2.57695, -1.30113], [-1.93817, -1.23549, -2.45585], [-1.63743, -5.26517, -4.08135], [-2.14072, -3.52759, -4.08511], [-2.48720, -4.54531, -2.66796], [2.23092, -3.63880, -3.77685], [1.26836, -5.01726, -4.53506], [0.94941, -3.25286, -4.93172], [1.42602, -5.44393, -1.45620], [-0.35303, -5.77290, -1.20758], [0.47706, -4.42521, -0.35679], [5.87001, 3.49296, 2.55577], [4.65465, 4.25530, 3.04272], [3.44473, 3.74358, 2.45620], [2.99412, 2.60468, 2.97353], [3.49329, 1.98159, 3.87566], [1.88992, 2.24704, 2.29867], [1.36002, 0.98345, 2.69157], [5.90362, 3.48319, 1.46460], [6.78538, 3.94697, 2.93561], [5.84227, 2.45311, 2.88401], [4.72943, 5.29686, 2.73197], [4.58338, 4.24721, 4.13150], [1.18912, 0.94265, 3.76694], [2.03354, 0.18287, 2.38129], [0.40517, 0.85510, 2.18191], [4.82004, -0.05917, 5.29147], [4.22211, -1.22588, 6.05032], [5.02420, -2.40874, 5.91870], [6.13328, -2.43723, 6.66371], [6.49976, -1.57954, 7.42519], [6.77911, -3.57885, 6.40234], [8.03965, -3.69764, 7.06396], [4.99755, -0.32999, 4.24846], [4.15773, 0.80249, 5.32478], [5.78340, 0.23293, 5.71283], [3.24525, -1.46997, 5.63045], [4.06979, -0.98448, 7.10397], [7.93775, -3.54679, 8.13788], [8.74956, -2.98459, 6.64388], [8.40936, -4.70511, 6.88667], [-8.67711, 3.22896, -6.01407], [-8.88262, 2.06196, -5.07015], [-7.80768, 1.11189, -5.16899], [-6.67617, 1.45679, -4.56476], [-6.47603, 2.47077, -3.94116], [-5.77513, 0.48656, -4.77958], [-4.48490, 0.78484, -4.26294], [-8.52347, 2.87299, -7.03427], [-9.54071, 3.89406, -5.99577], [-7.79390, 3.80757, -5.74117], [-9.79087, 1.52698, -5.34534], [-9.00361, 2.39465, -4.03783], [-4.54206, 1.04958, -3.20634], [-4.02955, 1.59273, -4.83821], [-3.86970, -0.10790, -4.36641]], "atomic_forces_ev_per_a": [[0.45, 0.36, -0.85], [-0.41, 0.25, 0.30], [0.46, -0.24, 0.42], [-3.27, 2.43, -0.06], [3.66, -1.90, -0.93], [-0.68, 0.02, 0.23], [-0.12, 0.84, -0.49], [0.29, 0.05, 0.30], [0.13, -1.44, -0.10], [-0.39, -0.60, 0.52], [-0.80, -0.17, 0.17], [0.98, -1.38, -1.26], [-0.64, 0.89, 0.47], [-0.14, 1.18, 0.36], [-0.20, 0.56, 0.78], [0.28, 0.20, -0.45], [0.01, -0.73, 0.38], [-0.70, -0.07, 0.58], [-0.01, 0.27, -0.17], [0.08, -0.34, 0.81], [-0.04, -0.77, -0.06], [-0.08, -0.66, 0.60], [0.26, 0.09, -0.18], [0.25, 0.47, -0.48], [-0.72, -0.07, -0.10], [0.07, 0.67, -0.44], [0.06, 0.74, -0.23], [0.74, -0.01, 0.34], [0.14, 0.52, 0.36], [0.27, -0.66, 0.21], [0.54, 0.01, -0.54], [-0.57, -0.54, -0.27], [0.05, 0.65, 0.24], [0.18, -0.74, 0.31], [-0.67, 0.23, -0.11], [0.61, 0.42, -0.10], [-0.08, -0.47, -0.57], [-0.10, -0.33, -0.10], [0.65, 0.20, 0.17], [-0.32, -0.10, 0.05], [0.35, 0.25, -0.12], [-0.53, 0.45, -0.49], [-0.10, -0.01, 0.01], [-0.07, -0.22, 0.05], [0.04, 0.16, 0.03], [-0.05, 0.04, -0.01], [0.01, 0.08, 0.11], [-0.29, -0.08, -0.12], [-0.12, -0.18, -0.07], [0.13, -0.03, -0.03], [0.02, 0.01, 0.16], [0.05, 0.22, -0.08], [0.34, -0.10, 0.29], [-0.09, 0.51, -0.07], [-0.03, -0.22, 0.13], [0.03, 0.05, -0.14], [-0.08, -0.14, -0.04], [-0.14, 0.08, 0.04], [0.32, -0.13, 0.13], [-0.18, 0.03, -0.01], [0.15, -0.33, 0.11], [-0.06, -0.07, 0.10], [0.13, -0.28, -0.02], [0.19, -0.07, -0.01], [-0.02, 0.13, -0.08], [-0.06, 0.06, 0.13], [-0.21, 0.01, -0.14], [0.34, 0.05, -0.07], [-0.48, 0.49, -0.10], [0.22, -0.14, 0.22], [-0.31, 0.11, -0.28], [0.10, -0.23, 0.10], [-0.02, 0.01, 0.12], [0.27, -0.05, 0.02], [-0.16, -0.03, 0.02], [-0.01, -0.07, 0.00], [-0.08, 0.01, 0.09], [0.22, -0.25, -0.01], [0.22, -0.04, -0.02], [-0.02, 0.12, -0.07], [-0.03, 0.06, 0.14], [-0.20, -0.08, -0.14]]}


No. 2
{"formula": "C22H46N3O4", "method": "ωB97M-V with the def2-TZVPD basis set", "homo_energy_ev": [-7.8, -9.1], "charge": 0, "multiplicity": 2, "s2": 0.754, "total_energy_ha": -1331.0221, "e_lumo_ev": [0.59, 0.59], "elements": ["C", "C", "O", "C", "C", "C", "C", "C", "C", "C", "C", "C", "C", "N", "O", "C", "C", "C", "C", "H", "H", "H", "H", "H", "H", "H", "H", "H", "H", "H", "H", "H", "H", "H", "H", "H", "H", "H", "H", "H", "H", "H", "H", "H", "H", "H", "H", "H", "H", "H", "H", "C", "C", "O", "N", "C", "H", "H", "H", "H", "H", "H", "H", "C", "C", "O", "N", "C", "H", "H", "H", "H", "H", "H", "H"], "coordinates": [[-3.07383, -0.11407, -7.71035], [-3.31949, 0.18433, -6.22789], [-4.50890, -0.45100, -5.79286], [-4.41009, -1.06236, -4.52498], [-4.33337, -0.06388, -3.36333], [-2.91930, 0.23348, -2.82158], [-2.78577, -0.00169, -1.31493], [-1.49879, 0.62798, -0.73662], [-0.59766, -0.29409, 0.10301], [-0.46395, -1.69475, -0.49921], [0.77309, -2.46676, -0.05912], [0.82572, -3.77103, -0.85898], [0.70220, -2.81206, 1.44119], [2.04532, -1.69946, -0.29233], [2.93777, -2.28077, -0.98965], [1.93983, -0.23741, -0.51628], [1.83000, 0.05489, -2.02660], [3.26401, 0.39910, -0.01715], [0.79327, 0.36678, 0.28276], [-2.23459, -0.79515, -7.84141], [-2.87021, 0.79605, -8.27159], [-3.95366, -0.59352, -8.13632], [-3.40967, 1.26495, -6.08855], [-2.46851, -0.16980, -5.64074], [-3.54147, -1.73187, -4.50400], [-5.30984, -1.66490, -4.41208], [-4.93214, -0.45788, -2.53848], [-4.82203, 0.85935, -3.67629], [-2.17583, -0.38956, -3.32717], [-2.66455, 1.27385, -3.03627], [-2.83254, -1.07280, -1.11834], [-3.65238, 0.44115, -0.81821], [-0.91561, 1.07328, -1.54550], [-1.79938, 1.45855, -0.09301], [-1.04013, -0.36363, 1.09898], [-1.31531, -2.29249, -0.16242], [-0.54793, -1.64666, -1.58712], [1.61893, -4.42679, -0.51261], [0.92194, -3.57873, -1.92596], [-0.12747, -4.28345, -0.70879], [0.12200, -2.07193, 1.98894], [0.29479, -3.80876, 1.60416], [1.71689, -2.81999, 1.84022], [2.81588, -0.03190, -2.47754], [1.41301, 1.04438, -2.19378], [1.20995, -0.69467, -2.52308], [3.48256, 1.30021, -0.58223], [4.05782, -0.33697, -0.11594], [3.16163, 0.68475, 1.02805], [1.04709, 0.36533, 1.34543], [0.74764, 1.41872, 0.00286], [2.74076, 3.78331, 3.27401], [2.06238, 3.96462, 1.93662], [2.24232, 3.18614, 1.01328], [1.23180, 5.03044, 1.79464], [0.89729, 6.04552, 2.77478], [3.36219, 2.89479, 3.22273], [3.37075, 4.64174, 3.50945], [2.00566, 3.65470, 4.06937], [0.81224, 5.09449, 0.88075], [-0.17642, 6.04798, 2.96870], [1.18476, 7.03371, 2.41210], [1.41499, 5.85700, 3.70879], [1.25670, -1.02500, 4.47881], [1.17728, -0.75210, 5.96255], [0.70539, 0.28089, 6.40651], [1.65773, -1.71267, 6.79756], [2.24846, -2.99050, 6.45058], [0.83785, -0.17339, 3.95047], [2.29308, -1.15735, 4.16503], [0.68857, -1.91680, 4.21766], [1.57722, -1.47343, 7.77294], [1.66920, -3.80820, 6.88293], [3.26982, -3.05396, 6.82968], [2.27300, -3.11830, 5.37375]], "atomic_forces_ev_per_a": [[-0.03, -0.05, 0.10], [0.08, 0.03, -0.36], [0.05, -0.23, -0.11], [-0.17, 0.28, 0.21], [0.27, -0.23, 0.19], [-0.23, 0.07, 0.03], [0.08, 0.37, -0.03], [-0.38, -0.23, 0.16], [0.42, 0.44, -0.34], [-0.37, 0.21, 0.35], [0.32, -0.71, 0.10], [-0.32, 0.09, 0.11], [0.31, 0.18, -0.09], [-0.96, 0.16, -0.89], [0.31, -0.08, 0.29], [0.88, 0.76, 0.21], [-0.12, -0.75, 0.08], [-0.51, -0.33, 0.16], [-0.46, -0.22, 0.20], [0.02, -0.02, -0.05], [0.04, 0.00, -0.04], [-0.07, 0.08, 0.01], [0.01, 0.03, 0.19], [-0.01, 0.07, 0.09], [0.01, -0.08, 0.03], [-0.03, -0.05, -0.15], [-0.04, -0.05, 0.00], [-0.07, -0.01, -0.04], [0.03, 0.06, -0.08], [0.12, -0.01, -0.02], [-0.04, -0.05, 0.02], [-0.04, -0.05, 0.02], [0.08, -0.14, -0.08], [0.16, 0.12, -0.05], [-0.09, -0.17, -0.01], [-0.01, -0.09, -0.11], [0.23, -0.03, -0.06], [0.13, 0.03, -0.12], [0.22, -0.02, 0.00], [0.00, -0.02, 0.06], [-0.03, -0.05, 0.10], [-0.26, 0.05, -0.03], [-0.01, 0.00, 0.08], [0.03, 0.13, -0.05], [0.09, 0.10, -0.03], [-0.15, 0.16, -0.04], [0.09, 0.04, 0.00], [0.14, 0.11, -0.19], [0.12, 0.01, 0.04], [0.16, -0.11, -0.02], [0.01, 0.07, 0.10], [0.01, -0.03, -0.02], [0.00, -0.05, 0.00], [-0.02, 0.10, 0.02], [0.03, 0.01, 0.07], [-0.06, -0.04, -0.23], [-0.01, -0.01, -0.05], [-0.03, 0.01, 0.06], [0.02, 0.04, 0.04], [-0.01, 0.01, -0.01], [0.01, 0.02, 0.07], [0.02, 0.02, 0.07], [0.01, -0.01, 0.01], [0.00, 0.09, 0.05], [-0.01, 0.05, 0.02], [0.01, 0.01, -0.02], [0.01, -0.03, -0.08], [-0.05, 0.12, 0.21], [-0.02, 0.03, 0.04], [-0.02, -0.08, -0.06], [0.07, -0.05, -0.02], [0.00, 0.00, 0.01], [0.02, -0.04, -0.06], [0.02, -0.04, -0.06], [0.00, 0.00, -0.02]]}


No. 3
{"formula": "C22H46NO5PPdS", "method": "ωB97M-V with the def2-TZVPD basis set", "homo_energy_ev": -14.6, "charge": 2, "total_energy_ha": -2163.4916, "e_lumo_ev": -10.16, "e_above_lowest_ev": 0.000, "elements": ["C", "C", "C", "C", "C", "C", "C", "C", "C", "C", "C", "C", "C", "C", "C", "C", "C", "C", "C", "C", "O", "C", "C", "P", "N", "O", "O", "S", "O", "O", "H", "H", "H", "H", "H", "H", "H", "H", "H", "H", "H", "H", "H", "H", "H", "H", "H", "H", "H", "H", "H", "H", "H", "H", "H", "H", "H", "H", "H", "H", "H", "H", "H", "H", "H", "H", "H", "H", "H", "H", "H", "H", "H", "H", "H", "H", "Pd"], "coordinates": [[2.95114, -3.46194, -2.62053], [2.41229, -2.21800, -3.35059], [0.93436, -1.91376, -3.04666], [-0.02696, -2.51953, -4.07844], [-1.49694, -2.62618, -3.62659], [-2.43654, -1.56531, -4.21714], [-2.10556, -0.12224, -3.81271], [-2.82339, 0.44027, -2.56799], [-3.04383, -0.54103, -1.41371], [-1.77915, -0.69708, -0.57124], [-1.86086, -1.86228, 0.41622], [-0.86668, -1.85814, 1.61092], [0.09380, -0.63855, 1.65400], [-0.16060, 0.42588, 2.74879], [-1.49226, 1.22874, 2.59646], [-2.69523, 0.35257, 2.98901], [-1.55598, 2.55684, 3.39336], [-1.65491, 3.78736, 2.48420], [1.06443, 1.41614, 2.93868], [2.14027, 1.14960, 1.91617], [1.89659, 1.64926, 0.74793], [2.68687, 1.18811, -0.42827], [2.19486, 1.92968, -1.63912], [3.68395, 2.64899, 2.73480], [3.97337, 2.61485, 4.30106], [3.20290, 4.11312, 2.47484], [2.74073, 0.00448, 1.96700], [1.67473, -1.41655, 2.02926], [2.16346, -2.18684, 0.95348], [1.71573, -1.86141, 3.37319], [2.14091, -3.99481, -2.11359], [3.69386, -3.19898, -1.86447], [3.40935, -4.17285, -3.30884], [2.51477, -2.33845, -4.43260], [3.00827, -1.33754, -3.08290], [0.67749, -2.32701, -2.05947], [0.79573, -0.82613, -2.96969], [0.04467, -1.98804, -5.03391], [0.33869, -3.53403, -4.27457], [-1.88640, -3.61028, -3.89965], [-1.52727, -2.57834, -2.53089], [-3.45891, -1.81386, -3.90967], [-2.42972, -1.64940, -5.30737], [-1.02155, -0.01559, -3.70038], [-2.36841, 0.52731, -4.65222], [-2.18040, 1.24445, -2.17934], [-3.75971, 0.92690, -2.84819], [-3.39053, -1.52127, -1.75261], [-3.84304, -0.14321, -0.77705], [-1.56957, 0.26050, -0.07791], [-0.94055, -0.86158, -1.26193], [-1.69837, -2.79183, -0.13471], [-2.88783, -1.92748, 0.78681], [-0.26542, -2.76845, 1.53233], [-1.38357, -1.95378, 2.56579], [0.23764, -0.19094, 0.66780], [-0.22381, -0.17000, 3.66540], [-1.61111, 1.46689, 1.53355], [-2.96102, -0.35962, 2.20891], [-3.56787, 0.98607, 3.15211], [-2.50743, -0.19725, 3.91619], [-2.44092, 2.54261, 4.02996], [-0.70901, 2.71688, 4.09966], [-2.67854, 3.88169, 2.11356], [-1.42638, 4.71322, 3.01466], [-1.01914, 3.69329, 1.59469], [1.49260, 1.26015, 3.95262], [0.78746, 2.46703, 2.86019], [3.74035, 1.39592, -0.20289], [2.55723, 0.10884, -0.52985], [1.14696, 1.68449, -1.82968], [2.27342, 3.01142, -1.51998], [2.77162, 1.59852, -2.50453], [3.52040, 3.31912, 4.88905], [4.00394, 1.71146, 4.77315], [2.41755, 4.25677, 1.91699], [0.65295, 2.48012, 5.52903]], "atomic_forces_ev_per_a": [[-0.12, -0.07, -0.11], [-0.13, 0.13, 0.08], [-0.02, 0.10, 0.02], [0.04, -0.32, 0.18], [0.00, 0.16, -0.11], [-0.06, -0.11, 0.27], [-0.13, 0.10, -0.32], [0.41, -0.05, 0.06], [-0.15, 0.30, 0.21], [0.21, -0.18, -0.29], [-0.09, 0.05, -0.02], [-0.05, -0.15, -0.26], [0.32, 0.31, 0.38], [-0.15, -0.20, -0.01], [-0.13, -0.17, 0.00], [0.03, -0.12, -0.10], [-0.08, 0.25, -0.08], [-0.14, -0.08, -0.08], [0.83, 0.66, 0.44], [-2.91, -2.45, -1.27], [0.77, 0.94, 0.14], [0.25, -0.15, -0.41], [-0.41, 0.00, 0.14], [1.01, 0.70, 0.22], [-1.19, -0.04, 0.16], [-0.30, -0.18, 0.42], [0.92, 0.53, 0.17], [-0.65, -1.20, 0.20], [0.18, 0.16, -0.19], [0.16, 0.39, 0.02], [0.07, 0.02, -0.03], [-0.05, -0.05, -0.04], [0.06, 0.07, 0.07], [0.08, 0.07, 0.08], [0.09, -0.13, -0.07], [0.08, 0.06, -0.05], [-0.10, -0.07, -0.08], [0.03, 0.03, 0.11], [0.00, 0.08, -0.05], [0.03, 0.05, 0.03], [-0.05, -0.08, -0.08], [0.01, 0.10, -0.12], [0.09, -0.02, 0.07], [-0.07, -0.07, 0.01], [0.08, 0.05, 0.09], [-0.23, 0.09, -0.02], [-0.03, -0.25, -0.05], [0.05, 0.10, -0.08], [0.04, -0.13, 0.04], [-0.22, -0.07, 0.01], [0.04, 0.04, 0.14], [-0.07, 0.08, -0.02], [0.12, 0.03, 0.13], [-0.05, 0.05, -0.02], [0.07, 0.17, -0.03], [-0.11, -0.16, -0.01], [0.09, 0.32, 0.14], [0.11, 0.18, 0.12], [0.04, 0.02, 0.09], [0.04, -0.06, -0.06], [-0.04, 0.08, -0.02], [0.14, -0.06, 0.06], [-0.09, -0.21, -0.09], [0.09, -0.01, -0.06], [0.03, -0.07, -0.05], [0.08, 0.10, 0.17], [-0.11, -0.04, -0.12], [-0.32, -0.10, -0.14], [-0.13, -0.01, 0.11], [-0.03, 0.06, 0.16], [0.07, -0.01, -0.03], [0.16, -0.08, -0.10], [0.02, 0.11, 0.07], [0.39, 0.24, 0.11], [0.68, -0.03, -0.06], [0.31, 0.20, -0.29], [0.12, -0.04, 0.08]]}


> Which of these has the highest charge?

C22H46NO5PPdS